(1)
Entry from OMol25: C10H19FeN4O5S5Se2 as an isolated structure (the ωB97M-V functional and the def2-TZVPD basis).

Calculated values
* gap between HOMO and LUMO (alpha / beta): 5.13 / 5.14 eV
* expectation value of S²: 0.88

Structure (ORCA input):
```
! wB97M-V def2-TZVPD RIJCOSX def2/J DEFGRID3
* xyz -2 2
C 0.35 -1.62 -3.38
H -2.29 0.99 -0.45
S 2.84 1.73 1.67
O -0.51 3.60 -1.86
S 4.93 0.75 -0.23
H 1.95 -3.48 -3.91
C 0.16 -3.39 -1.58
H -2.17 -0.18 4.31
H -0.19 -4.42 -1.41
C 3.37 0.76 0.40
H -0.43 -4.95 -3.74
Se -0.16 0.10 -2.60
O -2.60 -1.86 -2.49
N -2.44 -0.12 3.35
N -2.02 0.08 -0.07
H -2.32 -0.74 -0.60
O 0.03 1.96 -0.09
Fe 0.15 -0.06 -0.21
S 2.31 -0.45 -0.37
N -2.46 0.00 1.24
S -0.77 3.12 -0.53
H -0.66 4.17 1.58
H -2.09 -1.04 -2.66
H -2.26 -3.85 -2.66
H 1.42 -1.70 -3.19
H -5.83 0.09 1.39
O -2.20 2.89 -0.25
H -0.51 5.34 0.22
H -4.93 -0.77 0.12
H -4.85 0.99 0.20
H -2.11 -2.93 -4.17
C -4.92 0.08 0.80
C -3.75 -0.01 1.71
C -0.21 4.37 0.61
S 0.06 0.00 2.24
H -0.24 -3.69 -4.97
O 1.47 -4.31 -4.00
C 0.08 -4.01 -3.97
N -3.77 -0.08 3.00
C -1.60 -0.07 2.30
Se -0.29 -2.43 0.06
C -0.34 -2.93 -2.95
H 1.25 -3.44 -1.61
C -1.88 -2.91 -3.09
H 0.87 4.27 0.67
H 0.20 -1.48 -4.46
*
```

natural (NBO) population analysis, charges in e, atoms 1 to 8:
1. C -0.585
2. H 0.440
3. S -0.310
4. O -0.983
5. S -0.326
6. H 0.473
7. C -0.566
8. H 0.412

***

(2)
Entry from OMol25: an isolated ion of composition C10H19N2O2 and charge +1 in a non-equilibrium geometry (the ωB97M-V functional and the def2-TZVPD basis).

Calculated values
* gap between HOMO and LUMO: 8.17 eV

Structure (ORCA input):
```
! wB97M-V def2-TZVPD RIJCOSX def2/J DEFGRID3
* xyz 1 1
H 3.61 0.13 -1.03
H -1.96 2.56 0.33
N 0.39 1.61 -0.13
C -2.83 1.87 0.22
C 0.38 -1.00 -0.24
N 1.52 1.21 0.07
H 2.31 -0.09 -2.03
C -1.81 0.18 -1.39
C -1.49 -0.02 1.20
H -3.31 1.91 1.28
H -1.32 -2.03 0.53
C -2.04 0.62 0.06
C 2.46 -0.56 1.36
H 1.94 -0.14 2.32
H -1.98 1.04 -2.02
O 0.16 2.99 -0.16
C 1.69 -0.26 0.09
H -0.21 -1.77 1.80
H 0.95 3.53 -0.15
H 2.67 -1.62 1.66
C -0.63 -1.25 0.92
H -0.88 0.78 1.63
H 0.81 -1.98 -0.43
H 3.48 -0.12 1.26
H 3.04 -1.51 -0.91
H -3.55 2.35 -0.58
H -2.71 -0.40 -1.61
C 2.71 -0.48 -1.07
C -0.37 -0.66 -1.59
H -2.29 -0.27 1.80
O 2.49 1.93 0.25
H 0.21 -0.03 -2.22
H -0.55 -1.64 -1.87
*
```

natural (NBO) population analysis, charges in e, atoms 1 to 8:
1. H 0.254
2. H 0.341
3. N -0.006
4. C -0.791
5. C -0.221
6. N 0.297
7. H 0.223
8. C -0.543

***

In order of appearance, calculated total energy = -246134.23752; -17740.70885 eV.
In order of appearance, ΔE to the lowest compared entry with this formula, charge and spin = 23.25; 101.20 kcal per mole.